1.
C12H23F3NO5P2SV | wB97M-V/def2-TZVPD

Computed properties:
Total charge: +2
Lowest unoccupied orbital energy (spin up / spin down) in eV: -8.81 / -9.07
Orbital gap (spin up / spin down) in eV: 6.76 / 7.85
Expectation value of S²: 2.06
Molecular weight in g/mol: 463.3
2S+1: 3

Element x y z (Å)
1 H -4.4403 -0.2984 -0.2453
2 H 4.3596 0.1981 -0.6871
3 H -3.8242 -2.5290 0.7916
4 F -2.7596 0.9632 3.3209
5 H 0.0484 -4.2350 -0.9021
6 P -2.1717 -0.8882 0.1819
7 H 3.2031 1.7234 2.1981
8 H -1.5214 -1.3793 -4.3117
9 H -0.2403 0.4238 -5.5228
10 V -0.1778 0.6723 0.4159
11 H 4.1735 2.2374 0.7744
12 N -0.0434 0.2571 -1.6584
13 O 0.6848 2.4424 3.8842
14 S -0.2943 1.8466 2.9911
15 H 1.4072 1.8189 -4.2318
16 O 0.9760 -4.5587 -0.6651
17 C -1.9108 1.8084 3.9646
18 C -2.8611 -2.2266 1.1942
19 F -2.4664 3.0409 4.0174
20 O 1.5470 -2.0695 2.2723
21 C -0.1145 0.3083 -4.4390
22 C 1.9126 1.7496 -1.4653
23 O -0.0587 0.4055 2.7144
24 C -0.9038 -0.6206 -3.7616
25 H 3.7245 -1.0005 0.4928
26 H 1.6426 2.7954 -1.2863
27 C -2.1552 -1.0913 -1.6597
28 C 0.8174 1.0759 -3.7215
29 F -1.7419 1.3755 5.2283
30 C 3.1537 2.0926 1.1632
31 P 2.1866 0.9203 0.1558
32 H -3.0126 -1.9622 2.2433
33 H 2.8744 1.8293 -1.9495
34 H -2.3926 -2.0164 -2.1512
35 H 3.0704 -0.9361 -1.2014
36 C -3.5240 0.3164 -0.1635
37 C 0.9160 0.9522 -2.3242
38 C 3.4493 -0.3334 -0.3513
39 H 1.7936 -2.5406 1.4276
40 H 1.5705 -4.1305 -1.2866
41 O -0.6762 2.6672 1.8203
42 H -2.2306 -3.1143 1.2092
43 C -1.0413 -0.4867 -2.3409
44 H 0.5990 -2.0635 2.5594
45 H -3.6658 1.2184 0.4628
46 H 0.7696 -0.3773 0.8633
47 H 2.6761 3.0817 1.1900
48 H -3.3275 0.6375 -1.2108

Cartesian forces (eV/Å) of the 2 atoms listed first:
H 0.233 0.451 0.290
H -0.536 -0.055 0.227

Results of the natural (NBO) charge analysis, in e, for atoms 1 through 4: 0.280, 0.278, 0.279, -0.331

2.
C5H10N2 | wB97M-V/def2-TZVPD

Computed properties:
Lowest unoccupied orbital energy (spin up / spin down) in eV: -0.16 / 0.30
Orbital gap (spin up / spin down) in eV: 7.77 / 8.00
Molecular weight in g/mol: 98.1

Element x y z (Å)
1 N 0.2904 1.3558 1.4317
2 H 2.1197 1.6481 0.8961
3 C -1.1249 -1.6133 0.4292
4 H -1.9952 1.4689 -2.6353
5 H 0.8657 -0.5219 -0.1038
6 H -1.5734 -2.3861 1.0590
7 H -0.6149 1.2017 0.9852
8 H 0.4971 -1.1063 1.7917
9 C -0.0370 1.2649 -1.5270
10 H 2.0506 1.0457 -1.2873
11 H 0.9287 -2.2928 0.5910
12 C 1.1164 0.9937 -0.7373
13 H -1.6974 -0.6962 0.5683
14 C 0.3391 -1.3900 0.7560
15 N 1.1821 1.5676 0.5098
16 C -1.0848 1.3574 -2.1136
17 H -1.2622 -1.8972 -0.6136

Cartesian forces (eV/Å) of the 2 atoms listed first:
N 0.274 1.474 0.246
H -0.144 0.172 -0.049

Results of the natural (NBO) charge analysis, in e, for atoms 1 through 4: -0.442, 0.393, -0.615, 0.235

3.
C31H44BrN3P2V | wB97M-V/def2-TZVPD

Computed properties:
Total charge: +2
Lowest unoccupied orbital energy (spin up / spin down) in eV: -6.85 / -7.80
Orbital gap (spin up / spin down) in eV: 6.13 / 5.48
Expectation value of S²: 3.84
Molecular weight in g/mol: 651.5
2S+1: 4

Element x y z (Å)
1 N 3.1823 1.2462 -5.5466
2 P -0.5577 -1.1315 2.4834
3 H -2.0234 2.4270 -3.6825
4 C 2.5695 -2.5918 0.4303
5 H -0.3315 5.2177 2.2801
6 C -1.2735 -3.8317 2.2878
7 H -0.7072 -2.5560 -1.7256
8 C 1.2956 -1.9574 4.5073
9 H 0.5409 -2.9458 1.4264
10 H -1.8544 -2.6728 -3.0719
11 C -2.6726 -1.6582 -1.3152
12 H -1.2359 -4.7375 1.6598
13 H 3.1616 2.8391 -2.5351
14 C 3.3907 -0.3528 0.7056
15 C -0.5221 -2.6763 1.5749
16 H 0.9699 1.1493 1.3459
17 C 1.7327 0.7143 -1.4559
18 H -2.0389 -3.7194 -1.6573
19 C 3.4117 2.1740 -4.5962
20 H -0.9558 -2.5077 0.5654
21 H 2.2883 -1.7485 4.9360
22 H 1.5560 -1.0887 -3.6510
23 H -0.3796 1.7348 -3.4347
24 H -3.2039 1.4308 3.1137
25 H 3.9931 3.0511 -4.9170
26 C -1.9707 0.2508 -3.2595
27 C 0.9987 -0.8972 3.4230
28 H 3.4939 0.6247 0.2500
29 C 3.1710 -2.9816 1.6349
30 H 0.9874 0.1033 3.8931
31 C 2.0547 -0.1227 -3.8449
32 H -4.8820 -0.0077 -1.6092
33 C 4.0024 -2.0492 2.3181
34 H 4.8353 -0.0581 2.3008
35 H -0.8175 -4.0686 3.2629
36 C 0.5649 2.9235 3.4307
37 H -1.4324 -0.6088 -3.6986
38 C 2.9363 2.0475 -3.2662
39 C 4.1194 -0.7417 1.8149
40 C -1.5724 0.3138 2.2887
41 C -2.4381 0.7344 3.4762
42 H -0.8485 1.1498 2.1821
43 H -2.8185 -1.8715 -0.2433
44 C 1.5777 -0.6487 -0.9273
45 N 0.8268 2.6168 4.5330
46 C -0.7247 3.3462 -0.5500
47 C -4.5941 1.0392 -1.4861
48 C 0.4588 2.1552 1.1039
49 H 1.2394 -1.4145 -1.6138
50 C -3.2528 1.1816 -0.7746
51 H -2.1747 0.1948 1.3647
52 C -1.7686 -2.7047 -1.9777
53 H -4.5800 1.4973 -2.4826
54 V 0.0997 0.2319 0.0324
55 H -1.1947 5.4258 -0.1217
56 H -1.2382 1.3982 -4.9357
57 H -3.6803 -1.6548 -1.7651
58 Br 4.9032 -2.5449 3.8164
59 C 2.5465 0.1173 -5.1544
60 C 2.4311 -1.1950 0.1412
61 C 2.1847 0.8974 -2.8701
62 H 0.5513 -1.8931 5.3181
63 H -1.8197 1.2567 4.2149
64 H -2.8831 2.2182 -0.8059
65 H 1.7875 -0.8696 2.6392
66 C -1.3814 1.5379 -3.8472
67 H 2.0413 1.5713 -0.8119
68 H 2.4132 -0.6310 -5.9344
69 H 1.2990 -2.9786 4.0934
70 H -2.9056 -0.1323 3.9445
71 H 2.1819 -3.2938 -0.3272
72 C 0.2728 3.1854 2.0367
73 H -2.3286 -3.5684 2.4636
74 P -1.9278 0.0457 -1.4209
75 C -0.7503 4.5008 0.2708
76 H -3.3873 0.9825 0.3001
77 N -0.1329 2.2183 -0.1153
78 H -3.0244 0.1531 -3.5777
79 C -0.2805 4.3959 1.5748
80 H -1.2221 3.2942 -1.5336
81 H 3.0943 -4.0151 2.0007
82 H -5.3770 1.5340 -0.8966

Cartesian forces (eV/Å) of the 2 atoms listed first:
N -0.285 -0.319 1.255
P 2.149 0.065 -0.215

Results of the Mulliken charge analysis, in e, for atoms 1 through 4: -0.534, 0.438, 0.270, -0.536